Molecular formula: C38H46P2SiSn
Method: DFT, the ωB97M-V functional and the def2-TZVPD basis

spin multiplicity = 1
DFT total energy = -72425.7300 eV
gap between HOMO and LUMO (spin up / spin down) = 4.5 / 5.5 eV
LUMO level (spin up / spin down) = -0.24 / 0.42 eV
energy relative to the best compared isomer or geometry (same formula, charge and spin) = 55.2 kcal/mol

```
88
C38H46P2SiSn | the Open Molecules 2025 dataset | the ωB97M-V functional and the def2-TZVPD basis
Sn -0.2841 1.1713 -1.4557
C -1.7644 1.2835 -3.0495
C -1.4765 -0.1067 -2.7924
C -0.5527 -0.9380 -3.6529
C 0.7892 -0.2452 -4.0702
C 1.3297 0.6750 -2.9888
C 1.1543 2.0837 -2.8560
C 0.1794 2.9055 -3.6441
C -1.1411 2.1320 -4.1254
C -0.0936 0.3443 1.2060
H -2.6329 1.7643 -2.5652
H -2.2655 -0.6178 -2.2272
H -1.1138 -1.2013 -4.5751
H -0.3355 -1.9024 -3.1626
H 1.5434 -1.0491 -4.2367
H 0.6454 0.2165 -5.0689
H 2.0870 0.2283 -2.3338
H 1.8765 2.5784 -2.1972
H 0.7237 3.2256 -4.5496
H -0.1328 3.8398 -3.1368
H -1.8987 2.9213 -4.3310
H -0.9469 1.5668 -5.0687
H -0.2938 1.4455 1.4518
H 1.0351 0.2600 1.1274
H -0.3444 -0.4391 1.9720
P -1.2726 -1.0645 0.2841
P 2.7641 -0.6929 0.2701
C 0.1729 -1.8356 -0.5834
C 1.5690 -1.7222 -0.5839
C -2.1749 -2.6693 0.6596
C -2.5889 -3.6194 -0.3117
C -3.4418 -4.6896 0.0214
C -3.8749 -4.8546 1.3469
C -3.4304 -3.9556 2.3264
C -2.5807 -2.8977 1.9869
C -2.8784 0.1100 0.0114
C -2.7593 1.4992 -0.1655
C -3.8968 2.3158 -0.1926
C -5.1851 1.7634 -0.1606
C -5.2991 0.3791 -0.1482
C -4.1694 -0.4374 -0.0924
C 4.2393 -1.5725 0.7112
C 4.0762 -2.8912 1.2119
C 5.1581 -3.5718 1.7565
C 6.4169 -2.9586 1.8088
C 6.5935 -1.6518 1.3321
C 5.5172 -0.9541 0.7883
C 3.3322 0.9959 -0.2618
C 3.0266 2.0503 0.6477
C 3.2834 3.3847 0.3257
C 3.9587 3.6886 -0.8558
C 4.3687 2.6622 -1.7183
C 4.0935 1.3296 -1.4130
H -0.1895 -2.7269 -1.1321
H 2.1263 -2.5144 -1.1133
H -2.2519 -3.5530 -1.3503
H -3.7630 -5.4002 -0.7600
H -4.5333 -5.6953 1.6030
H -3.7387 -4.1001 3.3659
H -2.2372 -2.2547 2.7945
H -1.7933 2.0869 -0.2574
H -3.8005 3.4012 -0.1393
H -6.0957 2.3747 -0.1672
H -6.2680 -0.1137 -0.1606
H -4.2997 -1.5162 -0.0522
H 3.1081 -3.3974 1.1397
H 5.0336 -4.5854 2.1249
H 7.2745 -3.4899 2.2444
H 7.5755 -1.1757 1.3748
H 5.6859 0.0576 0.3963
H 2.5771 1.8091 1.6153
H 2.9509 4.1933 0.9928
H 4.1608 4.7261 -1.1064
H 4.8705 2.8967 -2.6503
H 4.4614 0.5170 -2.0666
C -3.1338 1.3043 2.9759
Si -1.2891 1.1671 3.3400
C -0.6795 2.8782 3.8167
C -1.1596 -0.0416 4.7783
H -3.3714 2.1804 2.3619
H -3.7162 1.3954 3.9062
H -3.5190 0.4341 2.4378
H -1.3743 3.3426 4.5319
H 0.3061 2.8196 4.3024
H -0.6068 3.5368 2.9396
H -1.6788 0.3743 5.6600
H -1.6302 -1.0093 4.5349
H -0.1059 -0.2035 5.0470
```

Formally, the Löwdin partial charges of the atoms, in units of the elementary charge, are as follows: 1.20 -0.32 -0.30 -0.20 -0.17 -0.25 -0.30 -0.22 -0.19 -0.40 0.09 0.08 0.11 0.09 0.12 0.11 0.05 0.08 0.11 0.11 0.11 0.11 0.01 -0.06 -0.02 0.92 1.02 -0.33 -0.35 -0.34 -0.10 -0.09 -0.10 -0.09 -0.10 -0.30 -0.25 -0.11 -0.09 -0.08 -0.09 -0.38 -0.11 -0.10 -0.10 -0.10 -0.09 -0.37 -0.10 -0.08 -0.09 -0.10 -0.12 0.05 0.06 0.10 0.11 0.10 0.10 0.07 0.01 0.11 0.11 0.10 0.10 0.10 0.10 0.10 0.10 0.10 0.10 0.11 0.10 0.11 0.12 -0.20 0.63 -0.22 -0.22 0.02 0.04 0.02 0.03 0.03 0.03 0.03 0.01 0.03